[1]
The following is a quantum chemistry calculation of a 2-piece molecular cluster, C5H11NO overall, from the Open Molecules 2025 dataset.

Structure (XYZ):
```
18
Properties=species:S:1:pos:R:3:lowdin_charge:R:1
C 0.02837 2.87207 -0.81259 -0.004
C -0.36099 1.61855 -0.59699 -0.174
C -0.32875 0.95950 0.73857 -0.244
N -0.07853 -0.50234 0.71309 -0.073
C 1.13867 -0.92207 1.32945 -0.252
C 2.15727 -1.37959 0.63222 0.025
H 0.06159 3.26118 -1.81455 0.047
H 0.29212 3.50735 0.02086 0.056
H -0.69859 1.04601 -1.45108 0.091
H -1.25501 1.10077 1.29944 0.112
H 0.39367 1.44918 1.40313 0.114
H -0.89027 -0.90188 1.15651 0.097
H 1.09307 -0.85718 2.41798 0.103
H 2.02119 -1.36530 -0.44014 0.061
H 2.96854 -1.98157 1.00227 0.050
O -1.87811 -2.77592 -2.13276 -0.071
H -2.48939 -3.25127 -1.55221 0.033
H -2.17484 -1.87749 -1.91321 0.029
```

Gap between HOMO and LUMO in eV: 9.9
Largest force on an atom in eV Å⁻¹: 1.35
Energy relative to the best compared isomer or geometry (same formula, charge and spin) in kcal per mole: 68.4
SMILES string: C=CCNC=C.O
HOMO in eV: -9.155

[2]
The following is a quantum chemistry calculation of one molecule with the formula C5H11NO, from the Open Molecules 2025 dataset.

Structure (XYZ):
```
18
Properties=species:S:1:pos:R:3:lowdin_charge:R:1
C -2.02343 -0.92338 -0.53461 -0.084
C -1.53631 0.14852 0.43408 -0.192
N -0.06828 0.34208 0.58987 -0.238
C 0.50318 0.37806 1.80720 -0.009
C 0.65553 0.77014 -0.45499 -0.110
C 2.09010 0.40208 -0.70202 -0.259
O 2.21731 -0.83837 -1.40542 -0.078
H -3.11071 -0.81662 -0.64306 0.076
H -1.83004 -1.93662 -0.16854 0.073
H -1.58197 -0.81474 -1.52928 0.070
H -1.90021 1.12659 0.09739 0.124
H -1.93489 -0.01296 1.43888 0.115
H 1.21582 1.17088 1.97110 0.063
H 0.36737 -0.40971 2.53496 0.055
H 0.12287 1.33305 -1.21204 0.110
H 2.52081 1.15038 -1.37338 0.110
H 2.71218 0.38429 0.20168 0.100
H 1.59021 -1.45096 -1.00019 0.074
```

Gap between HOMO and LUMO (alpha / beta) in eV: 7.6 / 7.6
Largest force on an atom in eV Å⁻¹: 0.50
Energy relative to the best compared isomer or geometry (same formula, charge and spin) in kcal per mole: 89.5
HOMO (alpha / beta) in eV: -7.085 / -7.004